The following is a DFT calculation (wB97M-V/def2-TZVPD) of C47H51BCrF5N6O2PS3 as an isolated structure at a distorted geometry.

Properties
Total charge: 0
Strongest force on any atom: 5.787 eV Å⁻¹
Electronic energy: -147079.2204 eV
Multiplicity: 5
Energy relative to the best compared isomer or geometry (same formula, charge and spin): 5.219 eV
Lowest unoccupied orbital energy (alpha / beta): -0.0318 / -0.0294 hartree
HOMO energy (alpha / beta): -5.71 / -8.01 eV

Geometry as XYZ:
```
117
Properties=species:S:1:pos:R:3:forces:R:3:lowdin_spin:R:1
H 5.954686 -2.670137 -1.223565 0.22 0.30 -0.13 0.00
H -2.857048 -3.353206 -3.705055 0.58 -0.26 0.18 0.00
C 5.289219 -2.980681 1.446243 0.00 -0.45 2.63 0.00
O -2.810319 1.867189 0.983099 0.81 -0.22 -0.54 0.01
H -0.662297 8.244507 -1.407003 0.01 0.25 0.00 0.00
C 1.794195 5.909393 -1.567256 -0.51 -0.09 0.11 0.00
C -2.398008 2.409652 -1.923252 -1.30 0.58 -1.17 -0.04
C 4.972973 -2.338431 -0.896486 -0.99 -0.37 -0.94 0.00
C -4.486224 2.793525 -3.251346 0.60 -1.00 1.26 0.00
H -1.653348 -2.000331 4.458751 0.79 0.98 -0.28 0.00
C -3.838132 2.303183 -2.125245 2.05 -1.02 0.36 0.01
H 0.561688 -1.690052 -5.478045 -0.21 -0.22 1.33 0.00
H -2.897843 4.205168 -0.506575 -0.43 -0.02 -0.55 0.00
H -2.767443 -3.124282 4.788569 0.25 -0.77 -0.04 0.00
S -2.450455 -0.501822 -1.046154 0.51 -1.48 1.58 -0.01
H 0.042539 -5.439201 -2.520395 -0.12 0.70 0.00 0.00
H 4.535683 -3.794904 1.368343 0.61 0.40 -0.44 0.00
S 0.855979 1.192178 -1.468486 0.09 -0.47 -0.76 0.03
C 2.292828 0.076645 2.570739 0.39 1.51 2.43 0.04
N 0.302324 -1.393031 -1.706336 1.08 -1.59 3.58 0.01
C -3.035542 -2.668175 0.715455 0.02 -1.45 2.30 0.00
C 1.372617 0.750994 -4.642377 -1.60 1.02 1.56 0.00
H -2.598897 -5.348062 3.672921 0.91 -0.20 0.41 0.00
H 5.215428 -2.715453 2.562296 0.13 0.10 -1.49 0.00
H 1.223928 -4.724586 -3.474290 3.28 0.62 -0.47 0.00
C 3.492593 -0.401241 2.173714 -0.35 -2.10 -2.01 0.21
C -2.672215 -3.346986 1.911927 -2.28 0.47 -2.04 0.01
F -0.487106 3.495475 -2.890017 0.98 -0.05 0.20 0.01
H 4.383711 -0.056128 2.521368 2.27 0.60 1.73 0.02
Cr -1.328953 1.605615 -0.300778 -0.22 -0.87 0.92 3.06
C 0.003792 -2.672420 -3.526524 -1.08 -0.21 0.68 0.00
N -0.501601 -2.688198 1.682330 2.99 1.78 -1.80 0.01
C -2.762007 4.235840 0.559081 0.36 0.40 0.46 0.00
C -0.668403 6.349862 -0.466161 -1.13 -1.08 0.57 0.00
C -0.873513 -4.118486 -5.552446 -1.14 -0.53 1.40 0.00
C -0.697849 -3.973785 -4.027972 0.38 0.14 1.38 0.00
H 2.295242 1.282229 -4.490886 0.47 -0.16 0.40 0.00
C 0.783221 -0.342638 -2.319908 0.16 2.01 -2.29 0.01
H 2.131366 5.224657 4.443976 1.04 0.02 -0.49 0.00
C -4.373732 -2.833161 0.101505 -0.58 -0.35 0.78 0.00
H 2.766009 5.705825 -1.981865 0.18 0.23 -0.27 0.00
C -2.062902 -1.771742 0.202271 -3.35 1.27 -2.87 0.01
H 3.067263 1.159941 4.322334 -0.56 -0.71 -0.16 0.00
C -2.409554 3.565687 -4.099241 0.99 0.65 0.14 0.00
H -1.686045 6.563648 -0.110603 0.52 -0.34 0.18 0.00
C -1.364719 -3.284050 2.369974 -1.26 -0.68 0.62 0.00
H 0.554186 1.538710 -4.598287 0.85 -0.92 0.31 0.00
H 1.542533 3.849350 -0.877798 0.68 -0.14 0.07 0.00
H 1.018446 -2.705390 3.952312 -1.28 -1.69 -0.38 0.00
C 1.183755 4.861625 -0.877124 -1.43 0.53 0.35 0.00
C 0.361576 4.488721 5.162264 -0.93 -0.64 -1.15 0.00
F -5.749286 2.537292 -3.493297 -1.31 -0.11 0.07 0.00
H 1.311439 0.350134 -5.588349 0.30 -0.47 -2.51 0.00
H -4.487922 -2.640503 -0.928904 0.78 -0.25 -1.53 0.00
B 0.325406 -1.310086 -0.114755 -0.09 0.45 -0.33 0.13
F -1.696835 4.304126 -4.992032 -0.63 -0.46 0.18 0.00
N -0.015214 -2.614682 -2.179439 0.13 1.51 -2.68 0.01
H 4.331660 -3.215089 -1.066926 -0.10 0.23 0.51 0.00
H -2.528651 -5.060490 -3.645171 -0.33 -0.87 -0.36 0.00
C -2.139809 -4.117544 -3.335102 0.49 0.88 0.53 0.00
C -1.751878 3.116671 -2.964074 -1.82 -0.55 0.72 0.01
H 0.916441 -4.216935 4.907217 -1.08 0.35 -0.28 0.00
H -2.225220 -4.130594 -2.190623 0.80 0.28 -1.65 0.00
C 0.874916 4.595225 2.787446 -2.15 -1.66 -0.76 0.00
H -3.180992 5.179476 0.928786 0.31 -0.39 0.27 0.00
C -3.397203 2.997393 1.191885 -1.13 0.32 -0.07 0.00
C 2.122666 0.733509 3.914195 -0.64 1.68 -0.26 0.00
N 1.472277 -0.896325 0.648182 -2.07 -0.77 -2.12 0.06
C 0.534368 -1.620615 -4.355751 0.61 1.07 0.35 0.00
C -1.001729 -3.896238 3.687814 1.77 0.87 0.37 0.00
C -0.452214 4.072813 2.402725 1.69 0.57 2.30 0.00
H -5.019459 -2.065082 0.423004 -0.79 1.26 1.04 0.00
C 1.130807 7.137703 -1.760413 1.05 -1.09 0.24 0.00
C 1.245241 4.733955 4.114996 -0.81 0.78 0.31 0.00
H -1.522637 3.580666 5.645643 0.04 0.05 -0.19 0.00
H 6.537998 -0.443651 1.518234 -0.91 -0.36 -0.93 0.00
C 5.044279 -1.818132 0.518797 -2.07 0.06 0.79 0.00
C -0.105770 7.341980 -1.223996 -0.22 -0.11 0.09 0.00
H -1.276487 -3.116237 5.721049 0.24 -0.34 0.15 0.00
C -0.075478 5.072581 -0.268817 0.35 2.55 -1.00 0.00
H 5.860252 0.014043 -0.087345 -0.09 0.76 -0.22 0.00
C 0.536826 -3.763043 3.957169 1.65 -0.33 -0.31 0.00
H -1.546083 -3.320722 -5.820133 -0.40 0.16 -0.71 0.00
P -0.995056 3.878973 0.648353 0.81 -1.17 0.74 -0.02
H -1.232480 -5.529472 4.841827 -0.18 -0.86 0.83 0.00
S -0.340396 0.579237 1.841827 -0.65 0.56 0.69 0.12
H -1.032257 -6.001355 3.167845 0.54 -0.64 -0.64 0.00
C 1.223765 -0.101778 1.779930 -0.85 -1.01 -2.45 0.17
H 4.543663 -1.562767 -1.543966 0.49 -0.12 -0.12 0.00
H 1.073793 -4.417662 3.228244 -0.23 0.86 0.06 0.00
H 1.562488 7.933856 -2.312010 0.63 0.40 -0.55 0.00
H 0.597120 4.722765 6.177191 0.30 0.04 0.43 0.00
F -4.564770 1.500487 -1.293808 0.27 1.05 -0.54 0.00
N -0.865142 -1.940730 0.597047 3.61 -0.73 1.20 0.02
H 1.686060 -0.072307 4.525262 0.24 0.61 0.36 0.00
H -3.364831 -3.973323 2.502794 0.07 0.54 -0.86 0.00
N 2.700108 -1.292227 0.107293 -2.43 -0.46 0.21 0.12
C -1.667720 -3.036637 4.715253 -1.98 0.93 0.90 0.00
C -1.492225 -5.313206 3.831650 -1.08 0.68 -0.05 0.00
C 6.166619 -0.821054 0.510876 -0.12 1.55 2.34 0.00
H -4.907879 -3.746302 0.368149 0.49 -0.18 0.02 0.00
F -4.372807 3.909862 -5.274581 -0.55 0.25 -0.87 0.00
H 7.048323 -1.179724 0.074770 1.20 -1.00 -0.83 0.00
H 6.320038 -3.343508 1.343079 -0.30 -0.30 -0.25 0.00
C 3.602956 -1.178790 0.976160 4.54 0.54 -0.23 0.01
C -0.849596 3.892331 4.850035 -0.28 -0.07 -0.46 0.00
H -1.372420 -5.123912 -5.690465 0.57 1.19 -0.22 0.00
H 0.068609 -6.056212 -4.113552 1.00 1.90 0.54 0.00
O -4.415183 3.122144 1.834366 -0.21 0.09 0.32 0.01
H -2.148188 3.074410 3.333136 0.29 0.63 0.16 0.00
H 1.597694 4.645281 2.002291 0.43 0.70 -0.35 0.00
C -3.763483 3.407099 -4.221292 0.89 0.78 -0.63 0.01
C -1.241653 3.673868 3.512660 -0.01 -0.39 -0.72 0.00
H 0.028591 -4.047554 -6.129505 0.54 -0.10 -0.15 0.00
H 1.385793 1.616220 3.860179 0.86 -1.44 0.08 0.00
C 0.273088 -5.059174 -3.528776 -4.32 -3.84 -0.16 0.00
C 1.022101 -0.423457 -3.782278 -1.63 -1.56 1.54 0.00
```
Forces are in eV/Å.